Entry from OMol25: a molecular structure, C3H2IrLiO2 in a non-equilibrium geometry (ωB97M-V/def2-TZVPD).

Calculated values
frontier orbital gap (spin up / spin down) = 7.5 / 6.9 eV
max |F| = 3.8 eV Å⁻¹
total charge = +2
multiplicity = 5
HOMO level (spin up / spin down) = -18.905 / -19.554 eV
electronic energy = -376.82447 Eh

Cartesian coordinates (Å):
C: 0.77927 0.16014 0.11384
Li: 0.92985 2.43850 1.15390
O: 2.00285 0.83881 0.54848
C: 1.82189 0.71755 -0.85462
H: 2.48221 0.00269 -1.35222
H: 1.78056 1.69142 -1.35909
Ir: -1.85092 -0.68956 1.17387
O: -1.41459 0.54085 -0.46839
C: -0.34496 1.10629 -0.05905

Charge distribution, Löwdin scheme, values in e:
1. C -0.11
2. Li 0.85
3. O -0.09
4. C -0.03
5. H 0.16
6. H 0.15
7. Ir 1.32
8. O -0.11
9. C -0.14

Entry from OMol25: a molecular structure, C22H39BGeN7O3V in a non-equilibrium geometry (ωB97M-V/def2-TZVPD).

Calculated values
frontier orbital gap (spin up / spin down) = 8.7 / 8.9 eV
max |F| = 6.1 eV Å⁻¹
total charge = 0
multiplicity = 3
HOMO level (spin up / spin down) = -8.283 / -8.450 eV
energy relative to the best compared isomer or geometry (same formula, charge and spin) = 81.3 kcal per mole
electronic energy = -4516.40172 Eh

Cartesian coordinates (Å):
V: -0.53980 -0.41375 -0.08030
C: -2.07792 1.02044 5.03472
C: -1.04165 1.65566 4.10689
C: 0.22179 0.80256 4.01564
C: -1.66182 1.90928 2.76844
C: -2.77274 2.73779 2.51446
C: -2.88399 2.77263 1.14834
N: -1.90785 2.00091 0.62334
N: -1.17415 1.46113 1.62403
B: -1.24250 2.13510 -0.75006
N: -1.47744 0.91045 -1.70440
C: -2.30573 0.96175 -2.76723
C: -1.78733 0.16587 -3.76242
C: -0.61289 -0.38334 -3.22440
N: -0.47451 0.05278 -1.97376
C: 0.39865 -1.15139 -4.02844
C: 1.76613 -1.26470 -3.35542
C: -0.14332 -2.51829 -4.46231
N: 0.26896 2.12689 -0.50328
C: 1.12527 3.15297 -0.52129
C: 2.36116 2.68405 -0.14075
C: 2.17224 1.31767 0.11534
N: 0.89901 1.00880 -0.11805
C: 3.24771 0.35654 0.52563
C: 2.71522 -1.02557 0.87832
C: 4.27197 0.25056 -0.60996
H: -1.66085 0.88656 6.02900
H: -2.37742 0.05630 4.63237
H: -2.95755 1.65353 5.11513
H: -0.75752 2.63695 4.51864
H: -0.02857 -0.22377 3.75697
H: 0.73097 0.80143 4.97791
H: 0.89846 1.19844 3.25828
H: -3.38299 3.25003 3.23050
H: -3.58064 3.29263 0.52052
H: -1.60077 3.13335 -1.28829
H: -3.17654 1.59035 -2.77652
H: -2.16258 0.00942 -4.75378
H: 0.53226 -0.54980 -4.93870
H: 1.80693 -2.11602 -2.68440
H: 1.97319 -0.36607 -2.77878
H: 2.53922 -1.39396 -4.10999
H: -0.38959 -3.13509 -3.60114
H: 0.60048 -3.03890 -5.06196
H: -1.04208 -2.39492 -5.06272
H: 0.80902 4.13776 -0.80059
H: 3.26840 3.24704 -0.05912
H: 3.74676 0.78168 1.40610
H: 2.19617 -1.45448 0.02125
H: 2.01670 -0.97288 1.70873
H: 3.54014 -1.67692 1.15683
H: 3.80356 -0.19456 -1.48417
H: 5.10630 -0.37652 -0.30779
H: 4.65435 1.23088 -0.88095
C: -0.71717 -5.49498 -0.56624
Ge: -0.55510 -3.81390 0.53233
C: 1.06720 -4.05758 1.67441
C: -2.17760 -3.91919 1.68155
C: -0.34803 -2.37088 -0.80461
H: -0.63624 -6.36435 0.07712
H: 0.04711 -5.57864 -1.33160
H: -1.68659 -5.55377 -1.05279
H: 1.02230 -5.02927 2.15689
H: 1.11904 -3.29102 2.43962
H: 1.97679 -4.01485 1.08276
H: -2.39947 -4.96987 1.85403
H: -3.04924 -3.46485 1.22043
H: -2.02373 -3.44884 2.64555
H: -1.13222 -2.47743 -1.55673
H: 0.61685 -2.53801 -1.27484
O: -2.13459 -1.08380 0.56751
N: -1.53547 -1.17342 1.63341
O: -2.11771 -1.15765 2.67714
O: -0.30920 -1.27720 1.58505

Charge distribution, Löwdin scheme, values in e:
1. V 0.87
2. C -0.06
3. C -0.35
4. C -0.06
5. C -0.26
6. C 0.00
7. C -0.06
8. N -0.03
9. N 0.10
10. B -0.51
11. N -0.04
12. C -0.03
13. C 0.02
14. C -0.23
15. N -0.03
16. C -0.34
17. C -0.06
18. C -0.05
19. N -0.02
20. C -0.04
21. C 0.00
22. C -0.24
23. N 0.01
24. C -0.35
25. C -0.06
26. C -0.05
27. H 0.08
28. H 0.07
29. H 0.07
30. H 0.14
31. H 0.06
32. H 0.08
33. H 0.07
34. H 0.10
35. H 0.12
36. H 0.13
37. H 0.13
38. H 0.11
39. H 0.14
40. H 0.06
41. H 0.06
42. H 0.08
43. H 0.07
44. H 0.08
45. H 0.08
46. H 0.13
47. H 0.11
48. H 0.15
49. H 0.06
50. H 0.07
51. H 0.09
52. H 0.07
53. H 0.08
54. H 0.07
55. C -0.23
56. Ge 0.82
57. C -0.20
58. C -0.20
59. C -0.30
60. H 0.00
61. H 0.00
62. H 0.01
63. H 0.01
64. H 0.00
65. H 0.01
66. H 0.02
67. H 0.02
68. H 0.01
69. H 0.01
70. H -0.02
71. O -0.04
72. N -0.61
73. O 0.11
74. O -0.13

Entry from OMol25: 8 unconnected molecules or ions with the total composition C26H55BrFN7O10 in a non-equilibrium geometry (ωB97M-V/def2-TZVPD).

Calculated values
frontier orbital gap = 9.1 eV
max |F| = 4.8 eV Å⁻¹
total charge = 0
structure (SMILES) = O=C1OC[C@](Br)(CCF)O1.CNC(C)=O.CNC(C)=O.CNC(C)=O.CNC(C)=O.CNC(C)=O.CNC(C)=O.CNC(C)=O
HOMO level = -8.434 eV
energy relative to the best compared isomer or geometry (same formula, charge and spin) = 41.7 kcal per mole
electronic energy = -4833.30084 Eh

Cartesian coordinates (Å):
O: -1.79844 2.44141 -5.02434
C: -0.88071 3.21443 -4.73052
O: -1.13605 4.36643 -3.91725
C: -0.11470 5.29098 -4.38683
C: 1.14028 4.27278 -4.33482
Br: 1.63644 3.47976 -2.58830
C: 2.29715 5.12581 -5.03934
C: 3.15449 6.02831 -4.03517
F: 2.37114 7.11909 -3.51828
O: 0.51480 3.18323 -5.05402
H: -0.31375 5.37405 -5.51405
H: 0.01977 6.25109 -3.79277
H: 3.04639 4.42828 -5.56108
H: 1.79577 5.79557 -5.81652
H: 3.67297 5.42231 -3.20570
H: 4.01518 6.51225 -4.63312
C: 0.85869 3.38169 2.86309
N: 1.63239 2.93290 1.72798
C: 1.51786 1.76475 1.04143
C: 0.46551 0.78559 1.48540
O: 2.26183 1.53843 0.09161
H: 0.37097 4.32185 2.59560
H: 1.54297 3.56112 3.69620
H: 0.10560 2.65439 3.16235
H: 2.36127 3.54167 1.37185
H: 0.49698 -0.09457 0.84232
H: 0.65545 0.46960 2.51170
H: -0.52429 1.23569 1.40523
C: -2.58700 -2.70357 5.37469
N: -2.30587 -1.86579 4.22555
C: -1.82303 -0.59612 4.20399
C: -1.52613 0.07053 5.52033
O: -1.64173 -0.02908 3.13176
H: -1.98176 -3.60992 5.29279
H: -3.64495 -2.97667 5.34728
H: -2.36537 -2.20297 6.31487
H: -2.47953 -2.24244 3.30438
H: -1.14862 1.07713 5.33734
H: -2.43706 0.14675 6.11754
H: -0.76296 -0.49133 6.06307
C: 3.11680 -4.62850 5.64613
N: 1.74152 -4.65083 6.09659
C: 0.61027 -4.75240 5.34887
C: 0.75596 -4.85748 3.85533
O: -0.48620 -4.75592 5.89796
H: 3.64359 -5.46475 6.11076
H: 3.57169 -3.69298 5.97904
H: 3.19742 -4.70571 4.56407
H: 1.56080 -4.58442 7.08835
H: -0.23213 -4.93125 3.40028
H: 1.25089 -3.96681 3.46223
H: 1.32325 -5.75371 3.59531
C: -0.84795 5.37849 -9.94856
N: -0.89274 6.05046 -8.66738
C: -0.08807 7.04670 -8.20735
C: 1.00495 7.54897 -9.11161
O: -0.26676 7.50618 -7.08583
H: -1.80980 5.52257 -10.44530
H: -0.69608 4.31163 -9.77115
H: -0.05106 5.75717 -10.58498
H: -1.60069 5.76903 -8.00326
H: 1.55746 8.33981 -8.60368
H: 1.69923 6.73982 -9.34839
H: 0.57617 7.96076 -10.02757
C: -2.28729 -5.56309 0.91884
N: -1.41877 -6.66961 1.26025
C: -0.56569 -7.35346 0.45240
C: -0.47824 -6.94324 -0.99313
O: 0.10291 -8.27343 0.90875
H: -2.01529 -4.70964 1.54568
H: -3.31489 -5.85648 1.14204
H: -2.20783 -5.28349 -0.12988
H: -1.42074 -7.00387 2.21370
H: 0.24252 -7.58104 -1.50545
H: -1.44988 -7.06175 -1.47750
H: -0.13979 -5.90790 -1.07084
C: -6.28009 -10.44151 -0.03393
N: -5.65938 -9.43681 0.80243
C: -5.21238 -8.20237 0.44832
C: -5.36033 -7.78074 -0.98871
O: -4.70720 -7.47180 1.29146
H: -7.26971 -10.66223 0.37198
H: -5.66967 -11.34629 0.00645
H: -6.37674 -10.11539 -1.06723
H: -5.52455 -9.64506 1.78183
H: -4.95832 -6.77473 -1.11227
H: -4.80233 -8.45784 -1.63897
H: -6.41522 -7.76791 -1.27054
C: 5.73078 7.61819 2.94370
N: 4.80886 6.91392 2.07883
C: 4.13606 5.75845 2.32497
C: 4.34413 5.08708 3.65553
O: 3.38756 5.29622 1.47267
H: 5.34113 8.62417 3.11392
H: 6.69294 7.69177 2.43209
H: 5.86578 7.11544 3.89891
H: 4.61623 7.30209 1.16597
H: 3.74113 4.17991 3.69962
H: 5.39336 4.81015 3.77731
H: 4.03048 5.75002 4.46474

Results of the Löwdin charge analysis, in e, for atoms 1 through 99:
1. O 0.13
2. C -0.42
3. O -0.03
4. C -0.11
5. C -0.72
6. Br 0.84
7. C -0.13
8. C -0.19
9. F -0.10
10. O -0.04
11. H 0.13
12. H 0.16
13. H 0.14
14. H 0.12
15. H 0.10
16. H 0.13
17. C -0.07
18. N 0.01
19. C -0.55
20. C -0.03
21. O -0.03
22. H 0.09
23. H 0.06
24. H 0.07
25. H 0.09
26. H 0.09
27. H 0.07
28. H 0.08
29. C -0.07
30. N 0.01
31. C -0.54
32. C -0.01
33. O 0.00
34. H 0.05
35. H 0.08
36. H 0.08
37. H 0.14
38. H 0.08
39. H 0.09
40. H 0.08
41. C -0.08
42. N 0.00
43. C -0.53
44. C 0.00
45. O 0.00
46. H 0.08
47. H 0.08
48. H 0.08
49. H 0.14
50. H 0.06
51. H 0.09
52. H 0.09
53. C -0.08
54. N 0.01
55. C -0.56
56. C -0.01
57. O 0.02
58. H 0.08
59. H 0.09
60. H 0.07
61. H 0.14
62. H 0.09
63. H 0.08
64. H 0.09
65. C -0.08
66. N 0.01
67. C -0.56
68. C -0.01
69. O 0.01
70. H 0.07
71. H 0.05
72. H 0.08
73. H 0.14
74. H 0.08
75. H 0.08
76. H 0.09
77. C -0.08
78. N 0.00
79. C -0.54
80. C -0.01
81. O 0.01
82. H 0.08
83. H 0.08
84. H 0.07
85. H 0.14
86. H 0.08
87. H 0.09
88. H 0.09
89. C -0.08
90. N 0.01
91. C -0.53
92. C 0.00
93. O 0.03
94. H 0.08
95. H 0.08
96. H 0.07
97. H 0.14
98. H 0.07
99. H 0.09

Entry from OMol25: a molecular structure, C27H52Cl3EuN6S in a non-equilibrium geometry (ωB97M-V/def2-TZVPD).

Calculated values
frontier orbital gap (spin up / spin down) = 6.5 / 6.8 eV
max |F| = 2.1 eV Å⁻¹
total charge = +1
multiplicity = 8
HOMO level (spin up / spin down) = -8.367 / -8.616 eV
energy relative to the best compared isomer or geometry (same formula, charge and spin) = 20.6 kcal per mole
electronic energy = -3877.46159 Eh

Cartesian coordinates (Å):
Eu: 0.59143 0.27430 1.96321
C: -2.06797 1.03530 -0.16759
C: -0.97467 1.86430 -0.84419
N: 0.32963 1.72850 -0.15379
C: 0.98013 3.02690 0.10451
C: 0.36853 3.67900 1.35061
N: 0.54663 2.80560 2.52941
C: -0.34907 3.19730 3.64621
C: -1.79277 2.69580 3.48411
C: -2.09837 1.34900 4.15041
N: -1.60327 0.17770 3.38581
C: -2.68547 -0.55440 2.70261
C: -2.10137 -1.65940 1.81901
N: -1.17847 -1.12980 0.78681
C: -1.87957 -0.47750 -0.34349
H: -3.02567 1.31820 -0.60269
H: -2.08487 1.29820 0.89151
H: -1.28367 2.91170 -0.84169
H: -0.88367 1.55120 -1.88969
H: 0.92783 1.18630 -0.78979
H: 0.87453 3.71210 -0.74549
H: 2.05383 2.87030 0.26721
H: -0.70027 3.82760 1.18781
H: 0.81823 4.66350 1.51241
H: 1.50033 2.97330 2.86741
H: -0.36817 4.29040 3.73601
H: 0.06883 2.78190 4.56691
H: -2.05657 2.65740 2.42501
H: -2.45167 3.43000 3.94811
H: -3.17957 1.26710 4.28811
H: -1.64397 1.33880 5.14261
H: -1.24607 -0.47160 4.10161
H: -3.27507 0.13770 2.10011
H: -3.36917 -1.01170 3.42601
H: -2.92867 -2.21160 1.35771
H: -1.54257 -2.35960 2.45301
H: -0.71587 -1.94710 0.37811
H: -2.85137 -0.95380 -0.50399
H: -1.27337 -0.64080 -1.23719
Cl: 3.26663 0.47360 0.90731
C: 3.63793 -1.24740 0.93061
Cl: 2.12013 -2.11440 1.15161
H: 4.30123 -1.45510 1.77241
H: 4.08043 -1.52750 -0.02589
Cl: -1.96617 -0.52490 8.59421
C: -0.83347 -0.45980 7.29081
C: -0.00597 0.64750 7.14551
C: 0.87523 0.71670 6.08441
C: 0.95453 -0.30740 5.13321
C: 1.86773 -0.23630 3.97251
C: 0.13213 -1.43260 5.32401
C: -0.75067 -1.51070 6.38451
H: -0.04147 1.44510 7.87031
H: 1.54613 1.56230 6.00611
H: 2.33763 -1.23030 3.87501
H: 2.67033 0.48110 4.21261
H: 0.22563 -2.27770 4.64611
H: -1.36607 -2.38570 6.52091
C: 4.52743 -0.26160 -4.15559
C: 4.23793 -0.32450 -5.65439
C: 2.83343 -0.81050 -6.01709
C: 1.69343 0.11910 -5.58619
N: 1.41573 0.03720 -4.15999
C: 0.79733 -0.90380 -3.43869
S: 1.16923 -0.94610 -1.78289
N: -0.13307 -1.75330 -3.86869
C: -0.64477 -1.99590 -5.20779
C: -1.79447 -3.00110 -5.19449
C: -3.15767 -2.40840 -4.83769
C: -3.22027 -1.81410 -3.43749
H: 5.60133 -0.24860 -3.99219
H: 4.12153 -1.13200 -3.64099
H: 4.12243 0.64640 -3.70929
H: 4.94563 -1.01320 -6.11709
H: 4.40763 0.65930 -6.09729
H: 2.66793 -1.80170 -5.58729
H: 2.78083 -0.90940 -7.10099
H: 0.79473 -0.11150 -6.15189
H: 1.96703 1.15600 -5.79409
H: 2.11863 0.52360 -3.61719
H: -0.43407 -2.42740 -3.17709
H: 0.16203 -2.38660 -5.83689
H: -0.99977 -1.05420 -5.62919
H: -1.55577 -3.81810 -4.51149
H: -1.86957 -3.42560 -6.19519
H: -3.90587 -3.19800 -4.91659
H: -3.42107 -1.64380 -5.56829
H: -2.94597 -2.56730 -2.70199
H: -4.22867 -1.47290 -3.21989
H: -2.55377 -0.96060 -3.34289

Charge distribution, Löwdin scheme, values in e:
1. Eu 1.33
2. C -0.17
3. C -0.21
4. N -0.19
5. C -0.22
6. C -0.20
7. N -0.15
8. C -0.19
9. C -0.16
10. C -0.18
11. N -0.13
12. C -0.20
13. C -0.19
14. N -0.18
15. C -0.24
16. H 0.12
17. H 0.06
18. H 0.12
19. H 0.11
20. H -0.02
21. H 0.12
22. H 0.08
23. H 0.11
24. H 0.13
25. H 0.12
26. H 0.12
27. H 0.10
28. H 0.09
29. H 0.12
30. H 0.12
31. H 0.10
32. H 0.06
33. H 0.11
34. H 0.13
35. H 0.12
36. H 0.12
37. H 0.07
38. H 0.11
39. H 0.03
40. Cl 0.56
41. C -0.92
42. Cl 0.52
43. H 0.05
44. H 0.04
45. Cl 0.66
46. C -0.70
47. C -0.12
48. C -0.09
49. C -0.38
50. C -0.34
51. C -0.11
52. C -0.12
53. H 0.11
54. H 0.11
55. H 0.02
56. H 0.03
57. H 0.11
58. H 0.11
59. C -0.11
60. C -0.25
61. C -0.20
62. C -0.17
63. N 0.01
64. C -0.79
65. S 0.65
66. N 0.01
67. C -0.18
68. C -0.19
69. C -0.25
70. C -0.12
71. H 0.07
72. H 0.07
73. H 0.06
74. H 0.11
75. H 0.11
76. H 0.11
77. H 0.11
78. H 0.10
79. H 0.13
80. H 0.08
81. H 0.11
82. H 0.12
83. H 0.12
84. H 0.12
85. H 0.12
86. H 0.11
87. H 0.11
88. H 0.07
89. H 0.08
90. H 0.06

Entry from OMol25: a molecular structure, C3CeF6NO4S5 in a non-equilibrium geometry (ωB97M-V/def2-TZVPD).

Calculated values
frontier orbital gap (spin up / spin down) = 6.8 / 6.9 eV
max |F| = 7.3 eV Å⁻¹
total charge = 0
multiplicity = 2
HOMO level (spin up / spin down) = -7.435 / -7.436 eV
electronic energy = -3535.27758 Eh

Cartesian coordinates (Å):
Ce: 0.88213 -0.80616 -0.72686
F: -2.69360 2.84847 -0.36596
C: -1.56249 2.88992 -1.03366
F: -1.75416 3.14674 -2.30647
F: -0.72385 3.74107 -0.49293
S: -0.83765 1.19625 -0.96697
O: 0.49362 1.29363 -1.58520
O: -1.70714 0.23238 -1.58607
N: -0.56430 0.85873 0.56831
S: -1.24707 -0.44667 1.22286
O: -2.62216 -0.35455 1.55927
O: -0.76479 -1.62955 0.46082
C: -0.14666 -0.53342 2.67727
F: -0.51124 -1.58564 3.37439
F: 1.08138 -0.69802 2.18461
F: -0.23023 0.57731 3.37189
S: 4.53146 -3.61030 -2.09201
C: 3.26013 -2.71139 -1.60423
S: 3.36037 -1.74334 -0.12487
S: 1.75625 -2.66544 -2.53419

Charge distribution, Löwdin scheme, values in e:
1. Ce 0.78
2. F 0.19
3. C -0.70
4. F 0.20
5. F 0.20
6. S 0.64
7. O -0.36
8. O -0.22
9. N -0.32
10. S 0.71
11. O -0.17
12. O -0.40
13. C -0.69
14. F 0.20
15. F 0.13
16. F 0.20
17. S 0.52
18. C -1.77
19. S 0.43
20. S 0.43